Computed, not measured: 2 unconnected molecules or ions with the total composition C4H12N3, with ωB97M-V with the def2-TZVPD basis set.

- total energy (eV) = -8804.7302
- orbital gap (eV) = 9.5
- energy above the lowest of the compared OMol25 structures with the same formula, charge and spin (eV) = 3.004
- HOMO level (eV) = -13.03

Geometry as ORCA input:
```
! RIJCOSX wB97M-V def2-TZVPD def2/J DEFGRID3
* xyz 1 1
C -1.48 0.27 0.02
C -2.23 0.51 -1.06
N -3.01 -0.39 -1.71
N -0.76 1.40 0.64
H -1.35 -0.68 0.51
H -2.30 1.52 -1.46
H -3.23 -0.17 -2.66
H -2.80 -1.37 -1.55
H 0.26 1.32 0.53
H -0.95 1.46 1.64
H -1.05 2.27 0.20
C 2.64 -0.30 1.76
C 2.08 -0.95 -0.39
N 2.97 -0.88 0.49
H 2.77 -1.04 2.55
H 1.60 0.08 1.84
H 3.32 0.52 1.98
H 2.30 -1.39 -1.35
H 1.04 -0.59 -0.28
*
```